Density functional theory data (ωB97M-V/def2-TZVPD) for a 2-piece molecular cluster, C7H16FN4 overall.

Element x y z (Å)
1 F 1.696 -2.167 -0.735
2 N 0.538 -2.858 -0.210
3 N 1.140 0.631 0.493
4 N 1.572 0.786 -0.598
5 N 2.832 1.015 -0.932
6 C -1.186 0.214 0.046
7 C -0.748 -2.294 -0.570
8 C -1.704 1.375 0.787
9 C 1.750 0.523 1.732
10 C -1.999 2.120 -0.532
11 C -1.310 0.914 -1.282
12 C -1.066 -1.216 0.497
13 H -3.090 2.059 -0.703
14 H 2.981 0.910 -1.875
15 H -0.955 1.917 1.487
16 H 2.577 1.215 1.904
17 H 3.712 0.758 -0.439
18 H 1.926 -0.541 1.906
19 H -0.217 1.080 -1.434
20 H -1.565 -3.086 -0.532
21 H -0.708 -1.938 -1.695
22 H -2.539 1.196 1.443
23 H 1.022 0.688 2.608
24 H 0.804 -3.630 -0.737
25 H -1.588 0.378 -2.207
26 H -1.966 -1.662 0.800
27 H -0.329 -1.492 1.284
28 H -1.579 3.103 -0.506

Results
* net charge: +1
* HOMO-LUMO gap: 8.766 eV
* E_LUMO: -4.404 eV
* E_HOMO: -13.17 eV
* E_tot: -16182.5001 eV

Atom charges from the natural (NBO) analysis, given in e for atoms 1 to 6:
1 F -0.300
2 N -0.208
3 N -0.159
4 N 0.065
5 N -0.600
6 C 0.558